Record 1
# C31H14BrCl5F2NO4STa

A structure of composition C31H14BrCl5F2NO4STa (wB97M-V/def2-TZVPD, OMol25).

lowest unoccupied orbital energy	-0.0359	Ha
energy relative to the best compared isomer or geometry (same formula, charge and spin)	9.12	kcal per mole

Structure (XYZ):
```
60
C31H14BrCl5F2NO4STa, DFT wB97M-V/def2-TZVPD
Ta 0.27 -0.28 0.38
Cl -3.01 0.58 0.79
C -2.31 -0.15 2.21
C -0.96 -0.50 2.18
C -0.41 -1.00 3.35
Cl 1.31 -1.29 3.37
C -1.17 -1.24 4.49
Cl -0.44 -1.89 5.90
C -2.53 -0.93 4.47
Cl -3.50 -1.22 5.86
C -3.10 -0.36 3.33
Cl -4.76 0.07 3.31
O 1.56 -4.13 0.08
C 1.85 -2.99 -0.09
O 0.99 -2.00 0.29
C 3.10 -2.47 -0.68
C 3.93 -3.42 -1.28
C 5.13 -3.06 -1.85
C 5.52 -1.73 -1.82
C 4.72 -0.78 -1.22
C 3.49 -1.12 -0.65
S 2.64 0.29 0.05
H 3.60 -4.45 -1.27
H 5.76 -3.81 -2.32
H 6.46 -1.43 -2.26
H 5.03 0.26 -1.20
F 0.23 2.19 -4.44
C -0.32 1.20 -3.72
C 0.17 0.94 -2.45
C -0.41 -0.08 -1.70
C -1.46 -0.84 -2.24
C -1.91 -0.51 -3.51
F -2.95 -1.18 -4.05
C -1.37 0.50 -4.28
C -1.97 -1.94 -1.41
C -2.78 -2.98 -1.85
C -3.09 -4.00 -0.97
C -2.58 -3.98 0.32
C -1.79 -2.91 0.68
N -1.51 -1.90 -0.15
H 0.98 1.54 -2.08
H -1.75 0.72 -5.26
H -3.14 -3.00 -2.86
H -3.71 -4.82 -1.30
H -2.78 -4.77 1.03
H -1.36 -2.84 1.67
Br -0.69 7.51 3.09
C -0.29 6.23 1.75
C -0.08 6.65 0.45
C 0.21 5.72 -0.53
C 0.28 4.37 -0.21
C 0.08 3.97 1.11
C -0.20 4.90 2.10
C 0.19 2.54 1.50
O 0.38 2.18 2.63
O 0.08 1.67 0.46
H -0.13 7.71 0.21
H 0.38 6.04 -1.55
H 0.48 3.63 -0.97
H -0.35 4.57 3.12
```


Record 2
# C31H18AsClF5O2SSc

A structure of composition C31H18AsClF5O2SSc (wB97M-V/def2-TZVPD, OMol25).

lowest unoccupied orbital energy	-0.0334	Ha
energy relative to the best compared isomer or geometry (same formula, charge and spin)	8.38	kcal per mole

Structure (XYZ):
```
60
C31H18AsClF5O2SSc, DFT wB97M-V/def2-TZVPD
Sc -0.77 1.85 0.05
S -0.56 0.93 2.26
C -1.58 -0.48 2.10
C -2.71 -0.65 2.91
C -3.54 -1.72 2.84
C -3.28 -2.72 1.96
C -2.24 -2.55 0.98
C -1.42 -1.43 1.04
As -0.05 -0.82 -0.25
C -0.08 -2.22 -1.59
C -0.18 -1.76 -2.91
C 0.06 -2.67 -3.98
C 0.41 -4.04 -3.72
C 0.51 -4.44 -2.42
C 0.26 -3.59 -1.32
C 1.75 -1.01 0.61
C 2.84 -0.83 -0.20
C 4.12 -0.67 0.47
C 4.26 -0.94 1.78
C 3.15 -1.21 2.52
C 1.89 -1.24 1.96
H -3.01 0.13 3.59
H -4.30 -1.79 3.62
H -3.92 -3.58 1.90
H -2.08 -3.25 0.19
H -0.32 -0.71 -3.14
H -0.05 -2.32 -4.97
H 0.54 -4.75 -4.52
H 0.70 -5.50 -2.22
H 0.35 -3.97 -0.35
H 2.77 -0.51 -1.26
H 4.97 -0.56 -0.19
H 5.28 -0.90 2.24
H 3.24 -1.48 3.59
H 1.07 -1.43 2.69
Cl 6.25 3.16 0.57
C 4.63 3.03 -0.01
C 4.35 2.38 -1.23
C 3.06 2.23 -1.66
C 1.98 2.52 -0.74
O 0.79 2.08 -1.03
C 2.27 3.22 0.48
C 1.19 3.69 1.33
O 0.00 3.57 1.13
C 3.65 3.49 0.82
H 5.22 2.25 -1.89
H 2.91 1.73 -2.58
H 1.64 4.21 2.16
H 3.99 4.08 1.72
F -2.63 3.85 0.31
C -3.48 2.93 -0.19
C -2.93 1.78 -0.68
C -3.79 0.80 -1.10
F -3.41 -0.39 -1.59
C -5.14 0.95 -1.00
F -5.89 -0.17 -1.35
C -5.68 2.06 -0.38
F -6.94 2.08 0.02
C -4.83 3.09 0.04
F -5.27 4.22 0.61
```


Record 3
# C31H18BrCoF7N2P

A structure of composition C31H18BrCoF7N2P (wB97M-V/def2-TZVPD, OMol25).

net charge	+2
lowest unoccupied orbital energy	-0.2945	Ha
energy relative to the best compared isomer or geometry (same formula, charge and spin)	0.00	kcal per mole

Structure (XYZ):
```
61
C31H18BrCoF7N2P, DFT wB97M-V/def2-TZVPD
Co -0.18 0.30 0.94
C 0.09 0.43 5.32
C 0.20 0.79 3.97
N -0.24 0.02 2.99
C -0.80 -1.18 3.31
C -0.98 -1.60 4.63
C -0.52 -0.76 5.65
C -1.62 -2.87 4.87
C -2.05 -3.64 3.85
C -1.85 -3.22 2.49
C -2.29 -3.98 1.38
C -2.09 -3.49 0.12
C -1.42 -2.27 -0.04
N -0.96 -1.56 0.97
C -1.21 -2.01 2.23
H 0.47 1.09 6.08
H 0.67 1.72 3.70
H -0.64 -1.05 6.68
H -1.76 -3.18 5.90
H -2.54 -4.58 4.04
H -2.80 -4.92 1.54
H -2.43 -4.02 -0.75
H -1.27 -1.86 -1.03
F 5.91 -1.32 -2.11
C 4.69 -0.89 -1.93
C 3.97 -0.36 -2.99
F 4.51 -0.29 -4.18
C 2.68 0.10 -2.77
F 2.03 0.62 -3.81
C 2.08 0.04 -1.52
P 0.39 0.58 -1.19
C 0.40 2.41 -1.31
C 1.06 3.17 -2.22
C 1.07 4.57 -2.03
C 0.44 5.21 -0.96
C -0.22 4.45 -0.04
C -0.28 3.01 -0.17
C -0.64 0.01 -2.55
C -0.30 -1.17 -3.21
C -1.10 -1.65 -4.23
C -2.25 -0.95 -4.59
C -2.60 0.22 -3.92
C -1.80 0.70 -2.90
C 2.83 -0.49 -0.47
Br 2.11 -0.59 1.27
C 4.12 -0.95 -0.66
F 4.82 -1.45 0.35
H 1.58 2.75 -3.06
H 1.62 5.18 -2.74
H 0.49 6.28 -0.87
H -0.73 4.90 0.81
H -1.34 2.65 -0.12
H 0.60 -1.72 -2.95
H -0.83 -2.55 -4.76
H -2.88 -1.32 -5.39
H -3.49 0.76 -4.20
H -2.09 1.60 -2.38
F 1.50 2.53 1.35
C 0.20 2.20 1.12
F -0.52 2.73 2.14
F -1.81 0.88 0.41
```


Record 4
# C31H18Cl2F15N2O5PS2Se2Tc

A structure of composition C31H18Cl2F15N2O5PS2Se2Tc (wB97M-V/def2-TZVPD, OMol25).

net charge	-1
lowest unoccupied orbital energy	0.0628	Ha
energy relative to the best compared isomer or geometry (same formula, charge and spin)	16.09	kcal per mole

Structure (XYZ):
```
79
C31H18Cl2F15N2O5PS2Se2Tc, DFT wB97M-V/def2-TZVPD
Tc 0.42 -0.81 -0.73
Se -2.02 -1.23 -0.47
P -3.24 1.38 1.55
Se -2.38 -0.71 1.77
C -1.77 2.48 1.60
C -0.52 2.13 2.10
C 0.52 3.05 2.08
C 0.33 4.32 1.54
C -0.92 4.67 1.03
C -1.96 3.75 1.06
C -3.83 1.46 3.30
C -3.06 1.90 4.37
C -3.58 1.91 5.66
C -4.88 1.48 5.89
C -5.65 1.03 4.82
C -5.13 1.03 3.54
H -0.34 1.13 2.47
H 1.49 2.76 2.45
H 1.15 5.02 1.50
H -1.07 5.64 0.58
H -2.92 4.01 0.63
H -2.05 2.25 4.20
H -2.97 2.26 6.48
H -5.29 1.48 6.89
H -6.67 0.69 4.99
H -5.74 0.68 2.71
F 3.36 -1.34 4.40
C 2.20 -0.91 3.90
F 1.26 -1.07 4.83
F 2.30 0.38 3.62
S 1.73 -1.89 2.38
O 0.87 -0.95 1.69
O 1.20 -3.11 2.90
N 3.10 -2.13 1.64
S 3.61 -1.06 0.62
O 4.14 0.13 1.21
O 2.77 -0.91 -0.57
C 5.09 -1.94 -0.03
F 4.78 -3.08 -0.62
F 5.95 -2.18 0.95
F 5.68 -1.14 -0.93
Cl -2.10 1.82 -1.90
C -0.55 2.58 -1.97
C -0.45 3.74 -2.72
C 0.73 4.44 -2.78
C 1.82 3.99 -2.05
C 1.71 2.85 -1.28
Cl 3.09 2.34 -0.37
C 0.53 2.08 -1.22
N 0.50 0.95 -0.43
H -1.33 4.07 -3.26
H 0.81 5.34 -3.38
H 2.76 4.53 -2.06
F -0.06 -5.46 -2.70
C -0.03 -4.21 -2.21
F -1.30 -3.75 -2.22
F 0.66 -3.47 -3.08
C 0.59 -4.11 -0.78
O 0.82 -2.84 -0.40
C 1.93 -4.92 -0.80
F 2.69 -4.54 -1.84
F 1.73 -6.24 -0.92
F 2.63 -4.71 0.31
C -0.38 -4.83 0.24
F 0.29 -5.40 1.25
F -1.24 -3.98 0.77
F -1.09 -5.82 -0.34
C 0.20 -0.75 -2.39
C 0.07 -0.67 -3.81
C 1.09 -0.10 -4.57
C 0.96 -0.03 -5.95
C -0.19 -0.50 -6.56
C -1.21 -1.05 -5.81
C -1.09 -1.15 -4.43
H 1.98 0.27 -4.07
H 1.76 0.41 -6.54
H -0.28 -0.44 -7.64
H -2.11 -1.42 -6.29
H -1.88 -1.58 -3.83
```


Record 5
# C31H19BrCl5F3N2O2V

A structure of composition C31H19BrCl5F3N2O2V (wB97M-V/def2-TZVPD, OMol25).

net charge	-2
lowest unoccupied orbital energy (spin up / spin down)	0.1373 / 0.1371	Ha
multiplicity	4
energy relative to the best compared isomer or geometry (same formula, charge and spin)	9.37	kcal per mole

Structure (XYZ):
```
64
C31H19BrCl5F3N2O2V, DFT wB97M-V/def2-TZVPD
V 0.74 1.12 0.93
Cl 1.37 4.07 -1.22
C -0.18 3.97 -0.42
C -0.44 2.86 0.37
C -1.74 2.82 0.87
Cl -2.18 1.39 1.79
C -2.70 3.80 0.68
Cl -4.28 3.67 1.36
C -2.36 4.92 -0.08
Cl -3.51 6.19 -0.32
C -1.09 5.00 -0.65
Cl -0.68 6.37 -1.62
C -1.40 1.46 5.54
C 0.08 1.85 5.45
C 0.53 1.80 4.07
N 0.81 1.68 2.96
H -1.71 1.44 6.58
H -1.56 0.47 5.11
H -2.02 2.17 4.99
H 0.70 1.16 6.02
H 0.24 2.85 5.84
Br 3.16 3.73 2.02
C 3.69 2.23 1.00
C 5.05 1.96 0.93
C 5.45 0.93 0.09
C 4.49 0.26 -0.66
C 3.16 0.60 -0.50
N 2.76 1.55 0.37
H 5.75 2.54 1.51
H 6.49 0.66 0.02
H 4.75 -0.52 -1.35
H 2.35 0.12 -1.04
C 0.04 0.06 -0.72
C -0.42 -0.81 -1.46
C -0.94 -1.81 -2.33
C -1.99 -1.44 -3.22
C -2.81 -2.35 -3.95
C -3.83 -1.92 -4.78
C -4.12 -0.57 -4.95
C -3.36 0.34 -4.22
C -2.34 -0.07 -3.39
C -0.37 -3.13 -2.18
C 0.28 -3.47 -0.96
C 0.88 -4.70 -0.76
C 0.87 -5.68 -1.76
C 0.27 -5.36 -2.97
C -0.32 -4.13 -3.18
H -2.67 -3.41 -3.83
H -4.42 -2.67 -5.30
H -4.92 -0.25 -5.60
H -3.56 1.40 -4.30
H -1.77 0.66 -2.83
H 0.31 -2.73 -0.17
H 1.35 -4.90 0.19
H 1.34 -6.64 -1.60
H 0.28 -6.08 -3.78
H -0.73 -3.91 -4.16
F -0.56 -1.17 2.77
C 0.50 -1.74 3.36
F 0.58 -1.20 4.61
F 0.21 -3.04 3.54
C 1.87 -1.52 2.59
O 2.77 -2.27 2.95
O 1.87 -0.60 1.75
```


Record 6
# C31H19Cl5EuN4O6S

A structure of composition C31H19Cl5EuN4O6S (wB97M-V/def2-TZVPD, OMol25).

net charge	-2
lowest unoccupied orbital energy (spin up / spin down)	0.1388 / 0.0568	Ha
multiplicity	8
energy relative to the best compared isomer or geometry (same formula, charge and spin)	148.35	kcal per mole

Structure (XYZ):
```
67
C31H19Cl5EuN4O6S, DFT wB97M-V/def2-TZVPD
Eu -0.46 -1.27 0.13
O -4.38 4.32 -2.81
C -4.89 3.52 -2.04
O -6.04 3.37 -1.63
C -3.88 2.39 -1.54
C -4.21 1.49 -0.54
C -3.30 0.49 -0.21
N -2.17 0.30 -0.90
C -1.89 1.11 -1.94
C -2.69 2.20 -2.23
C -0.72 0.72 -2.75
C -0.38 1.39 -3.93
C 0.68 0.93 -4.69
C 1.36 -0.20 -4.27
C 0.96 -0.81 -3.09
N -0.04 -0.35 -2.33
C -3.58 -0.49 0.86
C -4.39 -0.18 1.95
C -4.67 -1.17 2.88
C -4.18 -2.45 2.66
C -3.37 -2.67 1.56
N -3.04 -1.71 0.70
H -5.18 1.57 -0.06
H -2.47 2.93 -3.00
H -0.94 2.26 -4.25
H 0.96 1.44 -5.60
H 2.18 -0.61 -4.84
H 1.46 -1.70 -2.72
H -4.76 0.82 2.08
H -5.25 -0.95 3.76
H -4.44 -3.26 3.33
H -2.95 -3.65 1.35
Cl -1.13 2.12 1.55
C -1.09 0.94 2.81
C -1.02 -0.38 2.37
C -0.81 -1.31 3.39
Cl -0.46 -2.91 2.80
C -0.78 -1.00 4.74
Cl -0.58 -2.23 5.93
C -0.90 0.33 5.12
Cl -0.80 0.78 6.77
C -1.02 1.32 4.14
Cl -1.07 2.98 4.60
C 6.56 2.62 -1.19
C 5.54 1.63 -0.72
C 5.83 0.72 0.28
C 4.89 -0.21 0.68
C 3.65 -0.23 0.08
C 3.33 0.70 -0.90
C 4.28 1.62 -1.30
S 2.31 -1.27 0.67
O 2.76 -2.08 1.78
O 1.31 -0.23 1.01
N 1.69 -2.04 -0.55
C 1.66 -3.48 -0.61
C 0.21 -3.90 -1.03
O 0.04 -4.67 -1.96
O -0.71 -3.35 -0.32
H 7.44 2.61 -0.54
H 6.14 3.63 -1.21
H 6.88 2.37 -2.20
H 6.79 0.76 0.78
H 5.09 -0.93 1.46
H 2.33 0.70 -1.31
H 4.03 2.36 -2.05
H 1.89 -3.92 0.37
H 2.38 -3.86 -1.35
```